No. 1
Formula: C46H39AsAuBrN2O6P
Source: the OMol25 dataset
Level of theory: ωB97M-V/def2-TZVPD

The geometry in XYZ format:
```
97
Properties=species:S:1:pos:R:3:forces:R:3
Au -3.024461 1.293867 -0.156684 -0.74 0.31 -0.20
O -2.589140 0.434243 -2.988221 -0.23 -0.23 -0.05
C -1.661033 1.156316 -2.665730 0.16 0.16 -0.10
O -1.635153 1.833420 -1.543389 0.13 0.01 0.17
C -0.425156 1.251803 -3.502159 0.05 0.04 0.06
C 0.597432 2.140522 -3.194623 -0.02 -0.11 -0.08
C 1.800716 2.142087 -3.906704 -0.05 0.01 0.03
C 1.922368 1.219686 -4.915164 -0.04 -0.01 0.03
O 2.986910 1.005991 -5.730623 0.02 -0.01 -0.03
C 2.616565 -0.070589 -6.599751 0.08 -0.07 -0.07
O 1.285603 -0.460825 -6.267535 0.02 -0.03 -0.05
C 0.898170 0.338831 -5.233594 -0.03 0.04 0.06
C -0.288718 0.330265 -4.555285 0.04 0.01 0.05
H 0.457759 2.838481 -2.386116 -0.01 0.05 0.05
H 2.599798 2.830643 -3.673199 0.02 0.02 0.00
H 3.295472 -0.912513 -6.438588 -0.05 0.07 -0.01
H 2.647992 0.275721 -7.634842 0.00 -0.02 0.05
H -1.086620 -0.358265 -4.787489 -0.04 -0.02 -0.02
N -4.038271 2.611882 2.583639 0.00 0.08 0.01
C -4.777452 1.525932 2.311069 0.03 -0.07 -0.04
C -5.824214 1.130239 3.170628 0.02 0.03 0.01
C -6.563909 0.022139 2.873194 -0.01 -0.03 -0.01
C -6.280065 -0.712913 1.714037 0.01 0.01 -0.02
C -5.256079 -0.285188 0.919812 -0.01 -0.01 0.11
N -4.501714 0.806023 1.204510 0.09 0.03 -0.04
H -4.211440 3.125086 3.429238 0.01 -0.02 -0.03
H -3.210551 2.836977 2.048532 0.03 -0.02 -0.01
H -6.021442 1.719574 4.055033 -0.01 0.01 0.01
H -7.365038 -0.283950 3.532373 -0.02 0.00 0.00
H -6.849461 -1.586002 1.437885 -0.02 -0.03 0.00
H -4.990584 -0.810181 0.015681 0.03 -0.03 -0.07
Br 2.810719 2.355306 0.959127 0.03 0.05 0.00
C 1.831437 3.613668 -0.063902 0.05 -0.01 0.04
C 2.579176 4.485695 -0.840107 -0.01 0.00 0.00
C 1.950647 5.490192 -1.558886 -0.02 -0.02 0.02
C 0.574936 5.650572 -1.479585 0.01 -0.01 0.01
C -0.165447 4.787884 -0.694936 -0.04 0.01 -0.04
C 0.446249 3.743224 -0.001264 -0.11 -0.04 0.01
C -0.498330 2.846314 0.711259 -0.38 0.21 0.50
O -0.102436 1.536387 0.687547 -0.53 -0.20 -0.56
O -1.502319 3.240706 1.253961 0.64 -0.42 -0.27
H 3.654309 4.380637 -0.866557 0.02 0.00 0.00
H 2.544108 6.156995 -2.168707 0.01 0.02 -0.02
H 0.081265 6.438428 -2.029776 -0.01 0.02 -0.01
H -1.240948 4.882048 -0.633656 0.00 0.00 -0.01
C 0.884120 -0.718252 0.698912 0.00 0.01 0.02
C 1.011801 -0.678944 -0.830739 0.09 0.00 0.04
As 2.558116 -1.628342 -1.620840 -0.07 -0.12 0.02
C 3.942645 -0.944372 -0.427966 0.03 -0.01 -0.05
C 4.078918 -1.306988 0.910457 0.01 0.01 0.00
C 5.066166 -0.729626 1.695800 -0.02 0.00 0.00
C 5.936051 0.204615 1.147778 0.00 0.00 -0.01
C 5.820943 0.555626 -0.187969 -0.02 -0.01 0.00
C 4.827862 -0.017541 -0.970842 0.00 0.02 -0.01
C 2.260085 -3.380274 -0.802710 0.03 0.01 0.00
C 3.353420 -4.217169 -0.583333 -0.02 0.02 0.03
C 3.174025 -5.503666 -0.098088 0.02 0.03 -0.01
C 1.897054 -5.977206 0.166169 -0.02 -0.01 0.01
C 0.801965 -5.157835 -0.058086 0.03 0.03 -0.02
C 0.981534 -3.867550 -0.540979 0.05 -0.01 -0.02
P -0.703878 0.056559 1.107905 0.96 -0.27 0.76
C -1.010364 0.314220 2.858749 0.02 0.04 0.00
C -0.017594 0.997512 3.567301 -0.07 -0.05 0.03
C -0.179492 1.246167 4.919469 0.02 0.00 -0.04
C -1.333213 0.827461 5.566539 -0.01 0.01 0.03
C -2.323899 0.155935 4.865300 -0.02 -0.01 -0.01
C -2.165788 -0.105630 3.514522 0.03 0.09 -0.02
C -1.763201 -1.382908 0.597463 -0.12 0.41 -0.27
C -2.366397 -1.614593 -0.632721 0.06 -0.07 -0.01
C -2.946399 -2.850277 -0.892497 0.00 0.01 0.00
C -2.930584 -3.852389 0.063910 0.00 0.01 -0.01
C -2.295253 -3.631473 1.276256 0.01 0.00 0.02
C -1.697090 -2.409879 1.542277 0.00 -0.03 0.05
H 1.681308 -0.151015 1.176492 0.01 0.00 -0.04
H 0.904159 -1.742844 1.078289 -0.10 0.05 -0.03
H 1.102804 0.343521 -1.198759 -0.02 0.05 0.09
H 0.128734 -1.100938 -1.315743 0.02 -0.02 -0.05
H 3.425354 -2.057154 1.339808 0.00 -0.01 0.00
H 5.167736 -1.020191 2.732951 0.00 -0.01 0.03
H 6.711418 0.644597 1.759338 0.03 0.02 0.02
H 6.504977 1.271260 -0.622311 0.03 0.03 -0.02
H 4.741655 0.259259 -2.016145 0.00 -0.01 0.00
H 4.357099 -3.860827 -0.785281 0.01 0.00 0.00
H 4.032978 -6.138775 0.070368 0.02 -0.02 0.00
H 1.757122 -6.982520 0.539279 0.00 -0.02 0.01
H -0.197760 -5.522481 0.134582 -0.04 -0.02 0.01
H 0.107750 -3.251206 -0.718129 -0.04 0.02 -0.02
H 0.878854 1.335064 3.064845 0.06 0.03 -0.03
H 0.594822 1.766525 5.466132 0.00 0.01 0.00
H -1.459011 1.024714 6.622339 -0.01 0.00 0.02
H -3.223399 -0.168844 5.370075 -0.02 -0.01 0.01
H -2.940443 -0.633012 2.977883 -0.07 -0.02 -0.05
H -2.388366 -0.876068 -1.422095 -0.02 0.09 -0.01
H -3.403338 -3.016905 -1.858603 -0.01 -0.01 -0.01
H -3.393975 -4.808000 -0.138936 0.00 -0.03 -0.01
H -2.247114 -4.414612 2.020780 0.00 0.00 0.02
H -1.176565 -2.280086 2.480351 0.01 0.00 0.03
```
Forces are in eV/Å.

## Properties
lowest unoccupied orbital energy = -3.5 eV
HOMO-LUMO gap = 6.509 eV
DFT total energy = -207458.0251 eV
net charge = +1
ΔE to the lowest compared entry with this formula, charge and spin = 0.0000 eV

***

No. 2
Formula: C46H39AsAuBrN2O6P
Source: the OMol25 dataset
Level of theory: ωB97M-V/def2-TZVPD

The geometry in XYZ format:
```
97
Properties=species:S:1:pos:R:3:forces:R:3
Au -0.935138 1.583852 -0.056103 2.68 1.82 0.11
O 3.407962 1.910752 -0.296103 -0.87 -0.31 0.34
C 2.280762 2.191852 -0.633203 1.82 2.47 -2.24
O 1.260162 1.536752 -0.149003 -3.45 -2.18 2.35
C 1.998962 3.249552 -1.655503 -0.48 -0.59 -0.24
C 0.740762 3.397852 -2.242103 0.57 -0.30 0.43
C 0.481562 4.358452 -3.207503 0.24 0.35 -0.28
C 1.543062 5.148552 -3.590103 0.65 -0.55 0.72
O 1.583762 6.131352 -4.514103 -0.55 -0.11 -0.04
C 2.913662 6.603152 -4.534703 0.53 1.05 -0.82
O 3.673062 5.868652 -3.603903 0.43 -0.12 0.30
C 2.825262 4.984252 -3.025603 -1.06 -0.36 0.01
C 3.075062 4.042952 -2.058303 0.06 0.39 -0.35
H -0.064538 2.743652 -1.939203 -0.06 0.05 -0.14
H -0.497438 4.483752 -3.637203 -0.12 0.01 -0.10
H 2.928262 7.672452 -4.274303 -0.03 -0.28 0.05
H 3.333662 6.470852 -5.543303 -0.11 -0.06 0.23
H 4.045062 3.909652 -1.611503 0.14 0.03 0.04
N -3.513238 -0.195248 -0.962603 0.07 -0.07 0.03
C -3.959538 1.039852 -0.647403 -0.32 -0.34 -0.16
C -5.335238 1.328252 -0.656703 0.17 0.23 0.00
C -5.759038 2.588952 -0.317903 0.30 -0.16 0.00
C -4.806938 3.551452 0.026197 0.15 -0.09 -0.12
C -3.477838 3.202652 0.013497 -0.30 0.85 0.20
N -3.059638 1.970752 -0.308203 0.79 -1.15 0.18
H -4.134338 -0.861848 -1.386003 0.08 -0.04 -0.01
H -2.522338 -0.325548 -1.075903 -0.03 -0.13 -0.12
H -6.025738 0.551552 -0.934603 -0.12 -0.14 -0.04
H -6.811238 2.832852 -0.324403 -0.05 -0.01 0.02
H -5.100838 4.554652 0.284797 0.09 0.10 0.03
H -2.701738 3.912152 0.250297 0.12 0.08 0.13
Br -1.813038 2.503052 2.878697 -0.16 -0.34 0.60
C -0.134438 3.210152 3.455197 0.27 0.11 0.21
C 0.201162 2.948552 4.777597 -0.30 -0.13 -0.06
C 1.403562 3.405352 5.281197 0.05 0.04 0.03
C 2.271262 4.116852 4.467797 0.05 0.00 -0.02
C 1.934062 4.366752 3.151397 0.04 -0.03 0.22
C 0.724662 3.923552 2.628797 -0.40 -0.09 -0.75
C 0.445262 4.198052 1.130797 2.37 0.48 1.70
O 1.335462 4.761652 0.516597 -0.33 0.14 -0.21
O -0.666838 3.793352 0.721997 -2.26 -1.09 -1.92
H -0.487038 2.392952 5.399497 0.01 -0.01 0.04
H 1.659362 3.206052 6.310197 0.02 -0.02 0.12
H 3.212562 4.473552 4.855597 0.09 0.03 0.07
H 2.609262 4.908252 2.505397 -0.08 0.01 -0.11
C -0.572338 -2.053948 -0.010103 -0.54 1.14 -0.02
C -1.503138 -2.023548 1.178897 0.02 -0.29 0.08
As -2.548338 -3.708248 1.395997 -0.36 0.05 0.10
C -2.704638 -4.143348 -0.520203 0.17 0.04 0.29
C -1.771038 -4.902948 -1.213003 0.14 -0.02 0.09
C -1.890838 -5.087448 -2.579303 0.00 -0.02 -0.13
C -2.936738 -4.499748 -3.272203 0.05 0.00 -0.09
C -3.884338 -3.755448 -2.588903 -0.07 0.06 -0.09
C -3.773938 -3.592048 -1.218803 0.01 0.07 0.28
C -1.143538 -4.970548 1.891297 -0.07 0.02 -0.10
C -1.421738 -6.320548 1.677997 -0.21 0.24 -0.12
C -0.491438 -7.292348 1.990097 -0.03 -0.06 0.03
C 0.721762 -6.928148 2.552797 0.08 0.00 0.03
C 0.991762 -5.593148 2.807697 0.07 -0.12 0.07
C 0.060762 -4.619248 2.487297 -0.14 0.24 -0.18
P 0.440962 -0.469548 -0.062903 0.81 -1.92 -0.83
C 1.423162 -0.762348 -1.553303 -0.42 0.48 0.13
C 0.741662 -0.860648 -2.764303 -0.09 -0.06 -0.01
C 1.447062 -0.974748 -3.947103 -0.11 -0.03 -0.08
C 2.833062 -0.990548 -3.924103 0.02 0.00 0.01
C 3.512962 -0.902148 -2.720103 0.02 -0.09 0.07
C 2.814562 -0.777048 -1.532203 0.05 0.05 0.12
C 1.469062 -0.742648 1.402897 -0.28 0.70 0.27
C 1.410462 0.145552 2.467897 -0.09 0.09 -0.16
C 2.137462 -0.095248 3.618197 0.05 -0.06 0.15
C 2.940362 -1.223348 3.702597 -0.08 0.09 -0.09
C 3.008562 -2.106548 2.635697 0.07 -0.04 0.10
C 2.269462 -1.879248 1.490497 -0.24 -0.08 -0.37
H -1.122138 -2.168848 -0.949503 0.10 0.00 0.04
H 0.132862 -2.888848 0.058497 0.22 0.25 -0.10
H -2.210238 -1.194748 1.090797 -0.12 -0.17 0.09
H -0.941938 -1.860448 2.102997 -0.09 -0.05 0.02
H -0.937438 -5.353148 -0.688303 -0.01 0.00 0.00
H -1.164438 -5.689948 -3.105003 0.06 -0.02 -0.05
H -3.015038 -4.625948 -4.341103 -0.04 -0.05 -0.10
H -4.713138 -3.315948 -3.125303 -0.09 0.01 -0.04
H -4.524838 -3.039148 -0.665303 -0.11 0.01 -0.02
H -2.378138 -6.595748 1.244297 0.06 -0.11 -0.01
H -0.716038 -8.330448 1.794197 0.00 -0.08 0.03
H 1.447362 -7.687348 2.801997 0.09 -0.04 0.02
H 1.929762 -5.307648 3.260397 0.08 0.02 0.06
H 0.282462 -3.581048 2.700197 0.07 0.04 0.01
H -0.341238 -0.839148 -2.779503 -0.07 0.01 -0.08
H 0.918462 -1.044748 -4.886303 -0.03 0.00 -0.05
H 3.386562 -1.065948 -4.847603 0.03 -0.02 -0.08
H 4.592062 -0.919048 -2.701703 0.07 0.01 0.00
H 3.346162 -0.678148 -0.598703 0.07 0.11 0.03
H 0.801162 1.031752 2.375197 0.00 0.13 0.17
H 2.080262 0.596452 4.445997 -0.01 0.08 0.00
H 3.518262 -1.409148 4.593997 0.06 -0.03 0.09
H 3.644062 -2.977748 2.693897 0.04 -0.07 -0.02
H 2.322662 -2.572648 0.662497 0.05 -0.10 0.00
```
Forces are in eV/Å.

## Properties
lowest unoccupied orbital energy = -6.3 eV
HOMO-LUMO gap = 3.551 eV
DFT total energy = -207454.1131 eV
net charge = +1
ΔE to the lowest compared entry with this formula, charge and spin = 3.9120 eV

***

No. 3
Formula: C46H40BrClKN4O6Sb
Source: the OMol25 dataset
Level of theory: ωB97M-V/def2-TZVPD

The geometry in XYZ format:
```
100
Properties=species:S:1:pos:R:3:forces:R:3
K -0.144128 -0.646761 0.192495 -0.99 -0.79 -1.01
O 3.486268 -4.019790 -0.096118 0.06 -0.05 0.02
C 3.417695 -4.182279 -1.370225 0.07 -0.02 -0.05
C 4.222386 -5.131619 -2.064253 0.00 -0.01 0.02
C 4.152938 -5.281175 -3.433621 -0.03 0.05 0.00
C 3.280580 -4.507846 -4.199105 -0.01 0.00 -0.18
C 2.479016 -3.576792 -3.551880 -0.01 -0.05 0.08
C 2.532245 -3.405583 -2.178986 -0.07 -0.07 0.09
C 1.679813 -2.348488 -1.511212 0.05 0.29 -0.16
O 1.427191 -2.613023 -0.163656 0.19 -0.46 -0.14
N 2.363789 -1.054115 -1.672288 0.28 -0.34 -0.11
N 1.679472 0.049030 -1.803567 -0.28 0.36 -0.22
C 2.267197 1.187055 -1.889384 0.34 -0.35 0.07
C 1.538410 2.422698 -2.025436 -0.24 0.45 0.08
Br -0.228400 2.443946 -1.314309 0.20 0.09 -0.28
C 2.009161 3.577759 -2.528785 -0.26 -0.15 0.16
C 3.252574 3.782128 -3.268056 0.23 0.03 -0.11
C 3.793777 5.073829 -3.329194 -0.03 -0.09 0.05
C 4.945387 5.339518 -4.048814 0.05 0.02 -0.02
C 5.588708 4.321632 -4.740219 0.02 0.00 -0.01
C 5.056631 3.040187 -4.709129 0.05 0.03 -0.01
C 3.905156 2.771880 -3.987667 -0.08 0.03 0.03
H 2.242460 -3.167351 0.120329 -0.08 0.02 0.11
H 4.903747 -5.733703 -1.473276 -0.01 0.01 0.03
H 4.787664 -6.012731 -3.925424 0.01 -0.01 0.02
H 3.228193 -4.627335 -5.274953 0.00 -0.01 0.02
H 1.790218 -2.962456 -4.125966 0.00 0.01 0.00
H 0.722519 -2.221287 -2.035088 0.11 0.01 0.00
H 3.350507 -1.022666 -1.436172 0.04 0.06 -0.01
H 3.355089 1.269968 -1.821280 -0.03 -0.04 -0.01
H 1.398574 4.461715 -2.387383 0.00 0.00 -0.04
H 3.298551 5.872536 -2.789075 -0.02 0.00 -0.01
H 5.347111 6.345815 -4.071100 -0.01 0.00 0.01
H 6.491907 4.524617 -5.302681 -0.01 0.01 0.00
H 5.540698 2.243221 -5.260572 -0.02 -0.02 0.02
H 3.486000 1.775386 -4.001963 0.00 0.01 -0.03
O 2.974324 -0.080624 2.410288 0.30 -0.18 -0.02
Cl 1.604347 0.311182 2.405249 1.02 0.34 0.67
O 1.357173 1.239528 3.478745 -0.15 0.34 0.27
O 1.284532 0.953648 1.151260 0.76 0.96 0.07
O 0.740236 -0.820272 2.565880 -0.15 -0.75 0.40
C -2.955082 -2.055122 2.246153 -0.04 0.02 -0.06
N -2.634716 -1.230217 1.087700 -0.22 -0.28 -0.23
C -3.447987 -1.355022 0.096420 -0.04 -0.17 0.50
C -3.220939 -0.904216 -1.225384 -0.08 0.07 -0.64
C -4.099506 -1.100917 -2.313338 -0.08 0.00 0.31
C -3.421682 -0.654015 -3.440269 0.06 0.02 -0.12
C -2.163663 -0.221591 -2.974058 -0.08 0.15 -0.14
N -2.034901 -0.362369 -1.654732 -0.26 -0.04 0.04
C -2.790005 -3.521187 1.892428 -0.05 -0.02 0.00
C -1.691553 -3.920598 1.130937 0.04 0.02 0.13
C -1.568332 -5.227977 0.694250 0.08 0.00 0.02
C -2.536188 -6.168967 1.026442 -0.05 -0.02 0.05
C -3.622793 -5.788517 1.799167 0.05 -0.06 -0.01
C -3.750064 -4.470192 2.221142 -0.02 0.04 0.05
H -3.981809 -1.880190 2.600240 0.03 -0.02 0.05
H -2.268490 -1.786312 3.057082 -0.04 0.00 0.02
H -4.386890 -1.916139 0.231448 -0.02 0.05 -0.01
H -5.096175 -1.517546 -2.249091 0.02 -0.02 -0.04
H -3.770974 -0.656841 -4.463233 0.02 0.02 0.00
H -1.360962 0.205248 -3.564716 0.02 -0.03 0.03
H -0.928799 -3.192898 0.882480 0.01 -0.14 -0.08
H -0.712583 -5.506769 0.091619 0.01 0.00 0.03
H -2.442428 -7.194327 0.688885 0.01 0.01 -0.02
H -4.379161 -6.518029 2.066305 -0.02 0.02 -0.01
H -4.617358 -4.176157 2.803518 0.01 0.04 -0.01
C -2.106172 2.643459 7.155278 -0.01 0.02 0.02
C -2.225356 3.631843 6.187303 0.00 0.04 -0.01
C -2.022536 3.327646 4.848048 0.00 -0.05 0.02
C -1.689885 2.034386 4.449985 0.02 -0.19 -0.13
C -1.555749 1.058293 5.433796 0.06 -0.06 -0.08
C -1.766012 1.354297 6.775078 -0.02 -0.04 0.06
Sb -1.553277 1.441374 2.349377 -0.78 1.21 0.70
C -1.116587 3.516590 1.816687 -0.12 -0.09 -0.07
C -2.044642 4.372090 1.228949 -0.03 -0.07 0.07
C -1.714468 5.686661 0.921523 0.00 0.06 -0.04
C -0.444868 6.168581 1.199750 0.02 -0.01 -0.03
C 0.493352 5.322685 1.776923 0.01 0.02 0.00
C 0.162025 4.009025 2.076661 0.00 -0.04 0.02
C -3.712181 1.692686 2.168779 0.07 -0.16 -0.12
C -4.585040 1.625187 3.252137 0.05 0.09 0.06
C -5.961306 1.674259 3.067963 -0.11 -0.03 -0.05
C -6.492226 1.782807 1.790279 0.00 0.00 0.05
C -5.638505 1.826099 0.696679 -0.03 0.04 -0.04
C -4.265809 1.770511 0.889201 0.15 -0.03 -0.04
H -2.275857 2.878240 8.199997 0.01 0.00 -0.01
H -2.483667 4.645654 6.473045 0.00 -0.01 0.01
H -2.136403 4.107108 4.105932 0.00 0.04 -0.04
H -1.274744 0.049893 5.146107 0.01 0.00 0.03
H -1.667313 0.577441 7.525056 0.02 0.00 -0.02
H -3.043098 4.014590 1.010807 -0.03 0.03 0.00
H -2.450399 6.334548 0.458079 -0.01 -0.02 0.01
H -0.182534 7.193047 0.960994 -0.01 0.00 0.00
H 1.491123 5.689135 1.989958 0.01 -0.03 0.00
H 0.903701 3.357771 2.518350 0.07 -0.03 0.03
H -4.191870 1.545772 4.258900 -0.01 0.00 0.01
H -6.626325 1.621441 3.923095 0.03 0.01 0.02
H -7.565885 1.824839 1.646872 0.00 -0.01 0.00
H -6.045069 1.889236 -0.305846 0.05 -0.03 -0.02
H -3.606778 1.759185 0.025001 -0.08 -0.02 -0.06
```
Forces are in eV/Å.

## Properties
lowest unoccupied orbital energy = 3.9 eV
HOMO-LUMO gap = 6.291 eV
DFT total energy = -172018.1612 eV
net charge = -2
ΔE to the lowest compared entry with this formula, charge and spin = 1.1969 eV